{"formula": "C30H45Cl10F15O10", "method": "the ωB97M-V functional and the def2-TZVPD basis", "species": ["C", "C", "O", "C", "O", "C", "F", "F", "F", "H", "H", "H", "H", "H", "C", "C", "O", "C", "O", "C", "F", "F", "F", "H", "H", "H", "H", "H", "C", "C", "O", "C", "O", "C", "F", "F", "F", "H", "H", "H", "H", "H", "C", "C", "O", "C", "O", "C", "F", "F", "F", "H", "H", "H", "H", "H", "C", "C", "O", "C", "O", "C", "F", "F", "F", "H", "H", "H", "H", "H", "Cl", "C", "C", "Cl", "H", "H", "H", "H", "Cl", "C", "C", "Cl", "H", "H", "H", "H", "Cl", "C", "C", "Cl", "H", "H", "H", "H", "Cl", "C", "C", "Cl", "H", "H", "H", "H", "Cl", "C", "C", "Cl", "H", "H", "H", "H"], "coordinates": [[3.39931, 0.10451, 1.62918], [4.91941, -0.13651, 1.55478], [5.63070, -0.21507, 2.83486], [5.29749, -1.18378, 3.77081], [4.48384, -2.06667, 3.59842], [6.12573, -1.10207, 5.09050], [5.34610, -1.13120, 6.11974], [6.89768, -2.14909, 5.17406], [6.92343, -0.02503, 5.08859], [2.95593, 0.42661, 0.68696], [3.12112, 0.83868, 2.38530], [2.84051, -0.80958, 1.82990], [5.40483, 0.61415, 0.93111], [5.22615, -1.04348, 1.03380], [-3.05896, -5.37517, 2.87874], [-2.52250, -4.36547, 3.97346], [-1.41647, -3.73602, 3.37648], [-1.28449, -2.34817, 3.49079], [-2.09140, -1.55318, 3.94206], [-0.06791, -1.74931, 2.81452], [0.87650, -1.36659, 3.66362], [0.42833, -2.47298, 1.87903], [-0.44223, -0.55661, 2.23927], [-2.27223, -5.84762, 2.29058], [-3.58523, -4.80073, 2.11640], [-3.74152, -6.11843, 3.29077], [-2.07359, -4.83843, 4.84689], [-3.27460, -3.75680, 4.47542], [2.80742, -4.22832, 1.44038], [2.87855, -4.58513, -0.04229], [3.75715, -3.79381, -0.79226], [3.30334, -2.64397, -1.39287], [2.28394, -1.98888, -1.22519], [4.43388, -2.02766, -2.20963], [5.57112, -1.93404, -1.44273], [4.58156, -2.83863, -3.22384], [4.18914, -0.79798, -2.72983], [2.14555, -4.91182, 1.97223], [2.32822, -3.25774, 1.31219], [3.80931, -3.99429, 1.80029], [1.84732, -4.58856, -0.39534], [3.11617, -5.64099, -0.17197], [-7.19635, -0.48808, -2.61488], [-6.93787, 0.66573, -3.55481], [-5.54096, 0.78708, -3.47045], [-4.99502, 1.85677, -4.00192], [-5.62055, 2.70635, -4.69905], [-3.44068, 1.98580, -3.82682], [-3.16498, 2.93285, -2.96737], [-2.94531, 0.86495, -3.27249], [-2.83345, 2.21019, -5.04183], [-6.45231, -0.38571, -1.82493], [-6.96923, -1.45567, -3.06241], [-8.17777, -0.50977, -2.14113], [-7.47452, 1.52165, -3.14552], [-7.37181, 0.47069, -4.53550], [2.47938, 4.08595, -0.04817], [2.80399, 4.05488, -1.55705], [4.13633, 3.61537, -1.79016], [4.51005, 2.27742, -1.67009], [3.70691, 1.41374, -1.56358], [6.00233, 1.91316, -1.97745], [5.99478, 1.42258, -3.21164], [6.85957, 2.86909, -1.90778], [6.44946, 0.99267, -1.12030], [2.89706, 5.02093, 0.32527], [2.88506, 3.28086, 0.56449], [1.39230, 4.06366, 0.02843], [2.59221, 5.08786, -1.83310], [2.08965, 3.43378, -2.09747], [-6.22784, 1.93668, 1.71687], [-5.34492, 2.61508, 0.33298], [-5.37987, 4.10796, 0.53714], [-4.10358, 4.67634, 1.63326], [-5.83077, 2.22901, -0.56313], [-4.32308, 2.23602, 0.31647], [-6.28178, 4.49048, 1.01498], [-5.13223, 4.50563, -0.44705], [-3.76035, -2.88281, -1.47414], [-4.07919, -1.37612, -0.41982], [-4.46704, -1.78682, 1.01749], [-6.06021, -2.59891, 1.15775], [-4.76279, -0.72305, -0.96231], [-3.10504, -0.92936, -0.22094], [-4.55876, -0.85400, 1.57383], [-3.72760, -2.37770, 1.55803], [2.36845, -1.02788, -4.92852], [3.45709, 0.34050, -5.35086], [2.81614, 1.72215, -5.43676], [4.10843, 2.98904, -5.67713], [3.88546, 0.05089, -6.31041], [4.32179, 0.35372, -4.68736], [2.14014, 1.94966, -4.61253], [2.31615, 1.67050, -6.40394], [-0.07619, 1.86960, -3.06133], [0.02348, 0.52640, -1.85176], [0.02084, 1.06855, -0.46628], [-1.55199, 1.76400, -0.10305], [0.91135, -0.06947, -2.06328], [-0.84176, -0.12909, -1.95070], [0.71632, 1.90503, -0.39762], [0.23871, 0.37252, 0.34375], [0.08482, 2.62196, 3.12209], [-1.70243, 2.51346, 3.28915], [-1.98144, 2.06214, 4.75235], [-3.65817, 2.57305, 4.99012], [-2.14241, 1.82855, 2.56430], [-2.02616, 3.54401, 3.14337], [-1.25424, 2.51581, 5.42575], [-1.80606, 1.01797, 5.01131]], "forces_ev_per_a": [[0.0, -0.6, 0.2], [-0.2, -0.7, -0.3], [-0.5, -0.5, 1.7], [-1.0, 0.2, -2.5], [1.1, 1.2, 0.4], [0.5, 0.9, -2.1], [-1.2, 0.6, 1.4], [1.1, -1.5, -0.2], [-0.3, 0.2, 0.4], [0.6, 0.3, -0.3], [0.2, 0.0, 0.1], [0.3, -0.1, 0.4], [0.1, 0.4, 0.8], [-0.7, -0.4, 0.0], [0.0, 1.2, 0.6], [-0.5, -2.4, 0.2], [1.4, 4.2, -0.4], [-2.7, -0.6, 0.5], [1.2, -2.0, -0.2], [-0.1, 2.6, 0.1], [0.3, -0.7, 0.7], [0.6, -1.4, -1.2], [-0.4, -0.8, 0.0], [0.3, -0.1, 0.6], [-0.4, 0.1, 0.1], [0.1, 0.1, 0.0], [-0.1, -0.8, -0.1], [-0.1, 0.7, -1.0], [0.3, 1.6, -1.9], [-1.7, -2.2, 1.1], [-0.5, 1.9, -1.6], [-1.0, 1.6, 2.3], [1.3, -2.3, -0.1], [0.5, 1.0, 0.2], [-0.9, -0.2, -1.0], [1.2, -0.8, -1.1], [0.2, -1.4, 1.2], [0.5, 0.1, 0.2], [-0.1, 0.1, 1.0], [-0.2, -0.7, 0.6], [0.0, 0.7, -0.5], [0.9, 0.1, -0.3], [0.3, -0.7, 0.5], [-2.2, -0.8, 1.0], [1.6, 0.8, -0.4], [-1.9, 3.2, -3.7], [2.3, -2.8, 2.8], [-0.2, -1.3, -0.6], [0.1, 1.3, 0.0], [-0.1, -0.2, -0.7], [-0.9, -0.2, 1.8], [-0.3, 0.0, 0.3], [-0.2, 0.0, -0.1], [0.0, 0.1, -0.3], [0.5, 0.5, -0.2], [0.7, 0.2, -0.3], [0.2, 0.1, -0.5], [-1.2, -1.1, 1.5], [2.7, -0.8, -0.2], [-1.8, 2.6, -0.9], [-0.3, -0.7, 0.7], [-1.1, -0.2, 0.5], [0.2, -0.4, -0.3], [0.9, 2.1, -0.2], [-0.5, -0.7, 0.0], [-0.3, 0.0, 0.3], [0.0, -0.2, -0.3], [0.0, 0.3, 0.3], [1.1, -0.1, -0.8], [0.2, -0.2, 0.0], [0.0, -0.9, 0.3], [-0.2, -0.3, 0.8], [0.6, 0.2, -1.0], [0.4, -0.1, 0.2], [-0.2, 0.5, -0.1], [0.0, 0.1, 0.2], [-0.1, -0.2, -0.7], [-0.4, 0.7, 0.2], [-0.3, 1.2, 0.7], [0.8, -1.8, 1.0], [-0.7, 0.8, -0.6], [0.3, 0.0, -0.1], [0.1, -0.2, 0.3], [0.0, 0.3, -0.7], [-0.1, 0.1, 0.1], [0.0, -0.2, -0.5], [-0.2, 0.7, -0.1], [1.3, -0.1, 0.1], [0.1, -0.8, -1.1], [-0.6, -0.6, 0.4], [-0.2, 0.2, -0.1], [-0.4, -0.2, 0.3], [0.3, 0.2, -0.1], [-0.6, 0.6, 0.3], [0.1, -0.5, 0.3], [0.0, -0.7, -0.3], [0.9, 0.8, 0.4], [-1.0, 0.3, 0.3], [0.1, 0.3, 0.0], [-0.1, 0.2, -0.5], [0.1, -0.2, 0.1], [0.1, -0.2, -0.5], [0.2, -0.3, -0.4], [0.6, -0.3, 1.4], [0.7, 0.4, -0.9], [-0.3, -0.2, 0.7], [0.3, 0.2, 0.0], [-0.2, -0.4, 0.0], [-0.5, 0.9, 0.1], [-0.6, -0.3, -0.8]], "charge": 0, "largest_force_ha_per_bohr": 0.1014, "total_energy_ev": -218301.1407, "spin_multiplicity": 1, "de_lowest_kj_mol": 306.0, "smiles": "CCOC(=O)C(F)(F)F.CCOC(=O)C(F)(F)F.CCOC(=O)C(F)(F)F.CCOC(=O)C(F)(F)F.CCOC(=O)C(F)(F)F.ClCCCl.ClCCCl.ClCCCl.ClCCCl.ClCCCl", "gap_ev": 10.683}